No. 1
DFT (ωB97M-V with the def2-TZVPD basis set) results for a 2-piece molecular cluster, C5H12O2 overall.

```
19
C5H12O2 | OMol25 | ωB97M-V with the def2-TZVPD basis set
C -2.99862 -0.21904 1.26881
C -1.80776 0.36859 0.50922
C -1.17512 -0.64735 -0.40609
O -0.89285 -0.45106 -1.56518
C 1.90392 0.40518 -0.10505
C 2.43891 -0.40261 -1.27719
O 2.92280 1.04678 0.63912
H -3.79982 -0.51064 0.58183
H -2.70361 -1.10674 1.83995
H -3.40746 0.51021 1.97362
H -2.08653 1.24198 -0.08804
H -1.03309 0.68482 1.22333
H -0.96124 -1.63306 0.06692
H 1.15425 1.13022 -0.46074
H 1.40045 -0.25746 0.60939
H 2.92348 0.25254 -2.01218
H 3.17663 -1.13338 -0.93097
H 1.62270 -0.92571 -1.78610
H 3.39977 1.62762 0.03365
```

- energy relative to the best compared isomer or geometry (same formula, charge and spin) (kcal per mole) = 28.4
- gap between HOMO and LUMO (eV) = 10.848
- SMILES string = CCC=O.CCO
- electronic energy (Eh) = -348.1596

No. 2
DFT (ωB97M-V with the def2-TZVPD basis set) results for C30H30MoN3O4Si as an isolated structure.

```
69
C30H30MoN3O4Si | OMol25 | ωB97M-V with the def2-TZVPD basis set
Mo 0.71384 0.20539 0.30542
C 3.70847 0.89594 -4.48288
O 3.03885 0.50723 -3.28224
C 3.30686 -0.68398 -2.74991
C 4.19901 -1.64212 -3.26516
C 4.43603 -2.83722 -2.60034
C 3.80458 -3.13328 -1.40590
C 2.88944 -2.21666 -0.85793
C 2.28949 -2.44259 0.40374
N 1.49570 -1.56536 1.00318
N 1.14470 -1.87868 2.26322
C 0.38589 -0.96010 2.79023
O 0.05825 0.03880 1.94948
C 0.04539 -0.96583 4.17900
C -0.69279 0.09431 4.73845
C -0.90034 0.14036 6.09773
C -0.37918 -0.86222 6.91648
C 0.32883 -1.93104 6.36851
C 0.54384 -1.99124 5.01029
C 2.63060 -0.99500 -1.55243
O 1.74076 -0.17954 -1.00313
H 3.43700 1.93635 -4.63862
H 3.36690 0.28968 -5.32455
H 4.79379 0.81762 -4.39059
H 4.71087 -1.45285 -4.19748
H 5.12537 -3.54800 -3.03156
H 4.00494 -4.05468 -0.88157
H 2.51685 -3.35719 0.95563
H -1.07436 0.86771 4.08558
H -1.46447 0.95028 6.53146
H -0.52345 -0.80177 7.98482
H 0.70874 -2.71526 7.00503
H 1.10241 -2.80047 4.56862
C -0.38112 -0.83405 -5.08851
C -0.79612 -2.06932 -4.61975
C -1.05064 -2.25348 -3.27028
C -0.88476 -1.20418 -2.36291
C -0.48235 0.04237 -2.86106
C -0.22729 0.22731 -4.20546
Si -1.24647 -1.42124 -0.52070
C -2.80825 -0.62816 0.17854
C -3.88558 -1.43991 0.55322
C -5.09271 -0.88506 0.93946
C -5.25014 0.49119 0.96239
C -4.18740 1.31445 0.61513
C -2.98080 0.76246 0.22844
H -0.18841 -0.68831 -6.14067
H -0.92614 -2.88678 -5.31204
H -1.38764 -3.21695 -2.92150
H -0.40979 0.89925 -2.17591
H 0.06910 1.19768 -4.57257
H -1.06422 -2.81548 -0.05334
H -3.77659 -2.51248 0.52153
H -5.91946 -1.52283 1.20829
H -6.19746 0.92435 1.24211
H -4.31477 2.38565 0.62645
H -2.15943 1.40866 -0.08398
C -1.07255 3.79773 1.76889
N -0.42858 4.11449 0.51691
C -0.44865 5.50421 0.14105
C 0.17890 3.22263 -0.20589
O 0.26413 1.97337 0.08093
H -0.49151 4.20052 2.60282
H -1.17355 2.71569 1.89592
H -2.05738 4.26784 1.79408
H -1.47227 5.87791 0.09363
H 0.02351 5.66200 -0.82456
H 0.07470 6.09918 0.89165
H 0.65892 3.56072 -1.13493
```

- energy relative to the best compared isomer or geometry (same formula, charge and spin) (kcal per mole) = 32.6
- gap between HOMO and LUMO (spin up / spin down) (eV) = 4.780 / 4.532
- net charge = +3
- electronic energy (Eh) = -1983.0734

No. 3
DFT (ωB97M-V with the def2-TZVPD basis set) results for a 2-piece molecular cluster, C3H9N4 overall.

```
16
C3H9N4 | OMol25 | ωB97M-V with the def2-TZVPD basis set
C 0.52954 1.90362 0.36106
C -0.87233 0.02367 0.02172
C 0.52206 -0.34403 0.35817
N -0.70464 1.52761 -0.02978
N 1.25667 0.91093 0.74384
N -1.34968 -0.78381 -1.09572
N 0.70980 -1.49883 1.02437
H 0.73267 2.90001 0.68507
H -1.57534 -0.41714 0.73756
H 1.20864 -0.38059 -1.22058
H -1.21800 2.31219 -0.34866
H 2.27107 0.80792 0.86010
H -2.29390 -0.75739 -1.35005
H -0.80209 -0.88158 -1.90019
H 1.48939 -2.08845 0.86367
H -0.06474 -2.01216 1.33867
```

- energy relative to the best compared isomer or geometry (same formula, charge and spin) (kcal per mole) = 79.6
- gap between HOMO and LUMO (eV) = 9.299
- net charge = +1
- electronic energy (Eh) = -338.3940

No. 4
DFT (ωB97M-V with the def2-TZVPD basis set) results for an isolated ion of composition C7H10N4 and charge +2.

```
21
C7H10N4 | OMol25 | ωB97M-V with the def2-TZVPD basis set
C -0.40659 1.04498 0.24516
C 2.31418 -1.92413 0.25771
C 0.58562 0.10585 -0.01041
C 2.05026 0.41499 -0.12886
C -2.37180 -0.47557 -0.09180
C -3.33480 -1.27483 -0.13816
C -1.82658 0.74840 0.18099
N 1.07403 -2.26455 0.03868
N 2.83654 -0.69974 0.06058
N 2.49821 1.64923 -0.18604
N 0.23131 -1.22980 -0.17662
H -0.16694 2.14151 0.44628
H 3.13202 -2.62875 0.36144
H -3.36425 -2.22548 0.58287
H -4.13394 -1.38871 -0.80204
H -2.46620 1.20298 0.93695
H -2.18170 1.15922 -0.77618
H 3.78849 -0.50051 0.12718
H 2.02288 2.41468 -0.52875
H 3.53514 1.83620 -0.27770
H -0.81162 -1.55010 0.01355
```

- energy relative to the best compared isomer or geometry (same formula, charge and spin) (kcal per mole) = 104.5
- gap between HOMO and LUMO (spin up / spin down) (eV) = 6.510 / 6.508
- net charge = +2
- electronic energy (Eh) = -490.9439

No. 5
DFT (ωB97M-V with the def2-TZVPD basis set) results for C35H23F6N4O8P2RuSe as an isolated structure.

```
80
C35H23F6N4O8P2RuSe | OMol25 | ωB97M-V with the def2-TZVPD basis set
Ru 0.03674 -1.08062 -0.36930
O -3.61354 -5.68087 -1.74804
C -4.13798 -5.04666 -0.71986
O -5.26979 -5.25253 -0.34595
C -3.29420 -4.03033 -0.03333
C -3.58691 -3.46168 1.19758
N -2.64644 -2.54762 1.45793
N -1.75660 -2.47648 0.47712
C -2.10913 -3.37302 -0.43932
C -1.22178 -3.55674 -1.63486
O -1.36080 -4.54401 -2.35755
O -0.35555 -2.65281 -1.81399
H -2.68563 -5.36402 -1.99538
H -4.40228 -3.66980 1.85868
H -2.48843 -2.04271 2.32153
C -4.90965 0.15862 2.02385
C -4.44785 0.02201 0.72138
C -3.12067 0.26813 0.43061
C -2.23288 0.67782 1.42837
C -2.71133 0.83967 2.72256
C -4.03689 0.56415 3.01895
P -0.48842 0.90059 0.87074
C 0.31085 1.85174 2.19615
C 0.30979 1.36306 3.50014
C 0.89488 2.09570 4.51673
C 1.49499 3.31130 4.24109
C 1.53080 3.78039 2.93676
C 0.95126 3.05574 1.91134
C -0.81538 2.06480 -0.48261
C -1.26866 3.34780 -0.30122
C -1.45369 4.18213 -1.41032
C -1.15933 3.73941 -2.67139
C -0.69307 2.42694 -2.89075
C -0.32453 1.94294 -4.16247
C 0.11286 0.65515 -4.31399
C 0.16434 -0.22385 -3.21863
C -0.18526 0.20441 -1.96194
C -0.57170 1.55664 -1.77524
H -5.94293 -0.05221 2.26122
H -5.12504 -0.27868 -0.06478
H -2.75474 0.13632 -0.58585
H -2.05253 1.18076 3.50434
H -4.38177 0.67469 4.03779
H -0.10659 0.39745 3.72595
H 0.88805 1.70094 5.52090
H 1.95440 3.89050 5.02989
H 2.03150 4.71231 2.71918
H 1.04185 3.39519 0.88883
H -1.48972 3.71701 0.69058
H -1.81571 5.18907 -1.25375
H -1.27288 4.40094 -3.51922
H -0.37648 2.60903 -5.01125
H 0.41860 0.29178 -5.28419
H 0.48239 -1.24775 -3.39355
F 0.08155 -1.55961 2.39009
P 0.14465 -2.63281 3.69036
F 0.77325 -1.45960 4.59127
F 1.62304 -3.08079 3.23002
F -1.36072 -2.10889 4.07314
F -0.51164 -3.75808 2.72652
F 0.14821 -3.64361 4.92520
O 2.14692 2.75521 -0.85695
C 2.35524 1.55409 -0.76102
O 1.72803 0.73271 -0.01516
C 3.47805 0.94784 -1.58533
C 3.39738 -0.35974 -2.04674
C 4.41606 -0.91417 -2.80750
C 5.52997 -0.15771 -3.11930
C 5.59902 1.15606 -2.66198
C 4.58343 1.72098 -1.90417
N 6.74493 1.95299 -2.99800
O 6.90575 3.00823 -2.42028
O 7.50181 1.52485 -3.84774
H 2.51595 -0.94762 -1.80884
H 4.32709 -1.93541 -3.14377
H 6.35307 -0.55296 -3.69605
H 4.66010 2.74524 -1.57280
Se 1.81774 -2.62284 0.43741
C 2.34322 -3.31160 -1.14504
N 2.74140 -3.77548 -2.12481
```

- energy relative to the best compared isomer or geometry (same formula, charge and spin) (kcal per mole) = 51.5
- gap between HOMO and LUMO (spin up / spin down) (eV) = 5.768 / 5.982
- net charge = -1
- electronic energy (Eh) = -5947.0033

No. 6
DFT (ωB97M-V with the def2-TZVPD basis set) results for C5H6N4O2 as an isolated structure.

```
17
C5H6N4O2 | OMol25 | ωB97M-V with the def2-TZVPD basis set
C -0.54852 1.90708 -1.16239
C 0.40999 2.19533 -2.14249
C -0.09929 0.72471 -0.63391
C -0.40252 -0.68505 2.44866
C -0.35327 -1.35333 1.08980
N 1.34857 1.26724 -2.18475
N -0.63835 0.47627 1.94086
N 1.03311 0.37084 -1.24800
N -0.82149 -0.01491 0.65098
O -1.20518 -2.40033 0.85714
O 0.93841 -1.62429 0.62140
H -1.41997 2.45112 -0.87001
H 0.44695 3.04080 -2.79896
H -0.34597 -0.99789 3.46876
H 1.62201 -0.42397 -1.05973
H -1.26360 -2.56458 -0.09701
H 1.29913 -2.36905 1.11965
```

- energy relative to the best compared isomer or geometry (same formula, charge and spin) (kcal per mole) = 93.0
- gap between HOMO and LUMO (eV) = 9.343
- electronic energy (Eh) = -563.5135

No. 7
DFT (ωB97M-V with the def2-TZVPD basis set) results for C18H35N3O8P2S as an isolated structure.

```
67
C18H35N3O8P2S | OMol25 | ωB97M-V with the def2-TZVPD basis set
N -1.56987 -0.03962 -1.68559
C -1.81833 -1.47304 -1.52648
C -0.84481 -2.40732 -0.95886
C -1.23491 -3.86271 -0.81527
C -2.52767 -4.33547 -1.24195
C -3.50229 -3.38512 -1.84645
N -4.78005 -3.60758 -2.35008
S -5.35600 -2.15496 -2.92251
N -4.11575 -1.06882 -2.57908
C -3.19247 -1.91616 -2.00749
H -0.63490 0.19094 -1.33547
H -2.20534 0.38196 -0.98842
H 0.15515 -2.01343 -0.65301
H -0.48980 -4.54764 -0.34910
H -2.86580 -5.40107 -1.14071
O -3.70059 0.80803 3.33073
P -2.68708 0.42606 4.38749
O -1.32526 0.95012 3.62230
C -1.06101 2.34832 3.59610
C -0.54377 2.84148 4.93633
O -2.57614 -1.17743 3.99679
C -3.68240 -1.85749 3.40818
C -3.50468 -1.95305 1.90599
O -1.73486 0.05780 5.74135
C -2.43730 -0.10164 6.98467
C -3.29869 -1.35148 7.00249
H -1.96087 2.89681 3.29948
H -0.30209 2.51595 2.82949
H -1.32208 2.77834 5.70165
H -0.21988 3.88160 4.86702
H 0.29258 2.22945 5.27741
H -4.62569 -1.37295 3.66875
H -3.71399 -2.86336 3.83568
H -3.31295 -0.97737 1.45799
H -4.39269 -2.38314 1.43688
H -2.64433 -2.58191 1.66504
H -3.04279 0.78892 7.17607
H -1.68316 -0.16641 7.77095
H -4.14396 -1.25379 6.31530
H -3.69940 -1.52947 8.00206
H -2.72479 -2.22466 6.68854
O 5.33822 0.17380 -3.88814
P 4.26186 1.23629 -3.92418
O 5.03429 2.39684 -3.04682
C 6.06652 3.14548 -3.67821
C 5.49729 4.18685 -4.62627
O 3.30816 0.61895 -2.72531
C 3.27872 -0.77412 -2.45455
C 4.16690 -1.09521 -1.26750
O 3.00270 2.33198 -4.18438
C 2.11248 2.03748 -5.26638
C 1.26011 0.80995 -4.98675
H 6.75276 2.47341 -4.20340
H 6.63005 3.64335 -2.88695
H 5.01396 3.71066 -5.48369
H 6.28665 4.84065 -5.00188
H 4.74008 4.79274 -4.12630
H 3.56175 -1.35545 -3.33451
H 2.24446 -1.04100 -2.21748
H 5.17559 -0.70398 -1.40023
H 4.22929 -2.17455 -1.11131
H 3.76901 -0.63420 -0.36021
H 2.68626 1.90685 -6.18849
H 1.47035 2.91053 -5.39535
H 1.87017 -0.09809 -4.98883
H 0.48850 0.69624 -5.75009
H 0.78458 0.87588 -4.00703
```

- energy relative to the best compared isomer or geometry (same formula, charge and spin) (kcal per mole) = 71.9
- gap between HOMO and LUMO (eV) = 7.075
- electronic energy (Eh) = -2553.8736

No. 8
DFT (ωB97M-V with the def2-TZVPD basis set) results for C23H28B2CaF4N9O4Se as an isolated structure.

```
72
C23H28B2CaF4N9O4Se | OMol25 | ωB97M-V with the def2-TZVPD basis set
Ca 1.31821 1.37569 -1.27138
C 2.76093 -3.05849 -0.71653
C 2.51549 -1.58381 -0.72669
N 1.89445 -0.93558 -1.63689
O 1.10246 -0.20359 -3.69017
B -1.31049 1.37772 -3.91721
F -1.83129 0.80594 -4.98141
F -0.27739 2.20368 -4.04446
O -1.91648 1.15479 -2.71129
N -1.19442 1.67964 -1.63459
C -1.88021 1.75891 -0.55827
C -3.31072 1.34476 -0.44529
C -1.17051 2.31019 0.63623
N 0.10052 2.23953 0.55105
O 0.84232 2.72831 1.56051
B 2.30762 2.62684 1.28907
F 2.95001 3.47406 2.11608
F 2.51008 2.94764 -0.12200
O 2.86154 1.23622 1.50010
N 2.55795 0.41483 0.48614
C 2.96043 -0.79659 0.48820
C 3.75155 -1.42377 1.58710
C -1.89812 2.88702 1.80312
H 2.79934 -3.46429 -1.72171
H 1.93398 -3.52921 -0.17296
H 3.67633 -3.31000 -0.18708
H -3.48912 0.45548 -1.04552
H -3.96382 2.13487 -0.82431
H -3.56903 1.14524 0.59241
H 3.90387 -0.69990 2.38206
H 4.72578 -1.76207 1.22891
H 3.22609 -2.29099 1.99250
H -2.93401 3.11457 1.56438
H -1.39029 3.79557 2.12480
H -1.87976 2.18501 2.64143
N 0.98167 -3.29703 -3.80987
C -0.19689 -2.93143 -3.19385
N -0.10123 -1.82166 -2.57704
C 1.25752 -1.39171 -2.83256
N 1.94568 -2.41393 -3.60253
C 2.25830 0.41948 -4.10171
C 2.77939 0.18433 -5.36831
N 3.87971 0.79885 -5.76706
C 4.46068 1.63493 -4.90883
C 3.93249 1.87643 -3.65430
N 2.81138 1.26417 -3.25214
H 1.14777 -4.10867 -4.38441
H -1.07469 -3.56039 -3.25698
H 2.28716 -0.50547 -6.04269
H 5.36772 2.13077 -5.22961
H 4.39512 2.56981 -2.96517
C -4.29967 0.19984 5.59498
C -3.44007 -0.20986 4.43700
C -3.97556 -0.89746 3.35015
C -3.19443 -1.29885 2.27982
C -3.84246 -2.04374 1.14599
C -1.80636 -0.99246 2.28766
Se -0.74840 -1.49832 0.84469
C -1.24646 -0.30003 3.39598
C 0.22556 -0.01720 3.50516
C -2.07515 0.07677 4.43710
H -5.35569 0.03226 5.38965
H -4.15571 1.25477 5.83377
H -4.03279 -0.37215 6.48625
H -5.03611 -1.12438 3.34261
H -4.92279 -2.07319 1.28398
H -3.47472 -3.06964 1.09117
H -3.62350 -1.58439 0.18306
H 0.68677 0.18178 2.54250
H 0.73851 -0.88463 3.93083
H 0.41031 0.83131 4.16413
H -1.64634 0.60287 5.28426
```

- energy relative to the best compared isomer or geometry (same formula, charge and spin) (kcal per mole) = 16.7
- gap between HOMO and LUMO (spin up / spin down) (eV) = 6.761 / 6.297
- net charge = +1
- electronic energy (Eh) = -5215.3282

No. 9
DFT (ωB97M-V with the def2-TZVPD basis set) results for C18H15AlBr3Cl2N3O as an isolated structure.

```
43
C18H15AlBr3Cl2N3O | OMol25 | ωB97M-V with the def2-TZVPD basis set
Al 0.14962 2.47531 1.24494
Br 0.16622 7.08581 0.93974
C -1.66568 6.51251 0.80294
Br -1.81588 4.56731 0.51124
H -2.12558 7.01951 -0.04286
H -2.17208 6.75161 1.73454
Br 2.45142 -2.68299 -5.20116
C 1.35822 -3.18149 -3.71956
C 1.77142 -4.20569 -2.88066
C 0.97512 -4.56859 -1.81826
C -0.20328 -3.86869 -1.54156
C -0.60928 -2.84789 -2.40946
C 0.16272 -2.51349 -3.50356
N -0.99758 -4.34189 -0.50756
N -1.62828 -3.65179 0.28964
C -1.50608 -2.28759 0.44524
C -2.68268 -1.55489 0.53554
C -2.68668 -0.16439 0.57194
C -1.49508 0.53471 0.62144
O -1.38408 1.84501 0.64934
C -0.28258 -0.20299 0.69824
N 0.82002 0.54581 0.91434
C 1.99012 -0.04949 0.96854
C 2.12592 -1.43409 0.85164
C 1.01042 -2.22209 0.68754
C -0.25188 -1.61219 0.57894
H 2.69852 -4.72029 -3.07446
H 1.26492 -5.37819 -1.16696
H -1.54838 -2.34119 -2.24016
H -0.15988 -1.73799 -4.18126
H -3.61548 -2.09709 0.49344
H -3.61988 0.37501 0.56434
H 2.84892 0.58441 1.12824
H 3.10712 -1.87189 0.92764
H 1.11002 -3.29759 0.66314
Cl -0.52548 1.04861 3.73774
C -0.17068 2.76211 3.24454
H 0.63422 3.07951 3.91244
H -1.06618 3.31641 3.54894
Cl 2.60842 3.23521 1.56434
C 1.49442 3.47731 0.15374
H 2.01262 3.05881 -0.71066
H 1.45242 4.55951 0.01384
```

- gap between HOMO and LUMO (eV) = 7.123
- electronic energy (Eh) = -9819.3381